Record 1
ORCA calculation (the ωB97M-V functional and the def2-TZVPD basis) on a structure of composition C45H59BrClIrN2O5P2S6Si.

Cartesian coordinates (Å):
Ir (0.86, -0.60, -0.18)
O (3.76, 2.37, 0.33)
Cl (3.83, 1.09, -0.27)
O (4.57, 1.10, -1.49)
O (4.31, 0.10, 0.64)
O (2.42, 0.70, -0.68)
C (2.15, -3.72, 7.28)
S (1.26, -2.22, 7.72)
C (0.12, -2.13, 6.32)
C (0.78, -1.66, 5.04)
C (-0.22, -1.64, 3.89)
N (0.31, -1.21, 2.59)
P (0.19, 0.35, 1.89)
C (1.03, 1.42, 3.08)
C (0.30, 1.90, 4.17)
C (0.94, 2.55, 5.21)
C (2.32, 2.75, 5.16)
C (3.04, 2.29, 4.08)
C (2.41, 1.61, 3.04)
C (-1.50, 0.96, 1.95)
C (-1.67, 2.33, 1.74)
C (-2.93, 2.90, 1.86)
C (-4.03, 2.10, 2.17)
C (-3.86, 0.73, 2.36)
C (-2.60, 0.16, 2.25)
P (1.24, -2.05, 1.46)
C (2.95, -2.21, 1.97)
C (3.75, -3.04, 1.18)
C (5.10, -3.19, 1.48)
C (5.64, -2.52, 2.57)
C (4.85, -1.70, 3.36)
C (3.50, -1.54, 3.06)
C (0.70, -3.76, 1.38)
C (0.20, -4.35, 0.23)
C (-0.15, -5.69, 0.23)
C (-0.01, -6.45, 1.38)
C (0.50, -5.87, 2.54)
C (0.87, -4.53, 2.54)
H (2.90, -3.89, 8.06)
H (2.67, -3.63, 6.33)
H (1.48, -4.58, 7.26)
H (-0.67, -1.43, 6.63)
H (-0.35, -3.11, 6.19)
H (1.61, -2.33, 4.79)
H (1.21, -0.67, 5.19)
H (-1.04, -0.96, 4.14)
H (-0.67, -2.62, 3.76)
H (-0.78, 1.77, 4.22)
H (0.37, 2.92, 6.05)
H (2.82, 3.28, 5.96)
H (4.11, 2.45, 4.02)
H (2.99, 1.23, 2.23)
H (-0.82, 2.96, 1.52)
H (-3.06, 3.96, 1.72)
H (-5.01, 2.54, 2.27)
H (-4.71, 0.11, 2.59)
H (-2.49, -0.90, 2.40)
H (3.33, -3.58, 0.34)
H (5.72, -3.82, 0.87)
H (6.69, -2.63, 2.80)
H (5.27, -1.18, 4.21)
H (2.89, -0.88, 3.66)
H (0.08, -3.76, -0.67)
H (-0.54, -6.15, -0.68)
H (-0.29, -7.49, 1.38)
H (0.63, -6.46, 3.43)
H (1.32, -4.10, 3.42)
C (-1.18, 4.14, -1.30)
C (-1.47, 4.02, -2.81)
C (-0.26, 4.63, -3.53)
C (-2.72, 4.87, -3.12)
Si (-1.75, 2.22, -3.38)
Br (0.05, 1.09, -2.36)
C (-1.39, 1.92, -5.24)
C (-1.85, 0.50, -5.62)
C (0.09, 2.02, -5.62)
C (-2.19, 2.93, -6.08)
C (-3.33, 1.37, -2.73)
C (-3.25, -0.17, -2.74)
C (-4.55, 1.80, -3.56)
C (-3.58, 1.78, -1.27)
H (-0.99, 5.19, -1.06)
H (-0.30, 3.57, -1.01)
H (-2.02, 3.80, -0.69)
H (-0.08, 5.63, -3.12)
H (-0.42, 4.74, -4.60)
H (0.65, 4.05, -3.37)
H (-2.51, 5.91, -2.85)
H (-3.58, 4.55, -2.54)
H (-2.99, 4.85, -4.18)
H (-1.41, -0.25, -4.97)
H (-1.53, 0.29, -6.65)
H (-2.93, 0.39, -5.59)
H (0.71, 1.32, -5.06)
H (0.50, 3.02, -5.48)
H (0.19, 1.77, -6.68)
H (-3.26, 2.90, -5.86)
H (-2.07, 2.68, -7.14)
H (-1.84, 3.95, -5.94)
H (-3.34, -0.59, -3.74)
H (-4.07, -0.57, -2.14)
H (-2.32, -0.53, -2.28)
H (-4.48, 1.47, -4.60)
H (-4.69, 2.88, -3.57)
H (-5.45, 1.35, -3.14)
H (-2.72, 1.56, -0.63)
H (-4.42, 1.21, -0.88)
H (-3.82, 2.83, -1.17)
C (3.77, -0.30, -4.05)
S (2.91, -1.26, -5.31)
C (1.49, -1.95, -4.65)
C (1.03, -2.05, -3.32)
S (1.98, -1.78, -1.96)
S (-0.60, -2.62, -3.14)
C (-0.92, -2.98, -4.82)
S (-2.31, -3.59, -5.35)
S (0.41, -2.56, -5.86)
H (4.53, 0.22, -4.63)
H (4.25, -0.94, -3.31)
H (3.11, 0.41, -3.57)
O (-2.86, -2.54, 0.64)
C (-1.88, -2.02, 0.24)
N (-0.92, -1.49, -0.22)

Properties
**LUMO level (alpha / beta)**: -3.1 / -5.3 eV
**⟨S²⟩**: 0.77
**HOMO energy (alpha / beta)**: -10.5 / -10.6 eV
**Energy above the lowest of the compared OMol25 structures with the same formula, charge and spin**: 0.044 eV
**Total charge**: +1
**2S+1**: 2

Record 2
ORCA calculation (the ωB97M-V functional and the def2-TZVPD basis) on a structure of composition C45H60BN13O4S4SiTi.

Cartesian coordinates (Å):
Ti (-0.74, -0.26, 0.88)
C (-4.36, 4.55, 2.03)
C (-4.31, 3.03, 1.86)
C (-5.69, 2.45, 1.59)
C (-3.66, 2.37, 3.04)
C (-3.93, 2.54, 4.42)
C (-3.04, 1.69, 5.04)
N (-2.33, 1.07, 4.09)
N (-2.69, 1.48, 2.86)
B (-1.15, 0.10, 4.25)
N (0.14, 0.77, 3.72)
C (0.99, 1.41, 4.54)
C (1.81, 2.20, 3.78)
C (1.39, 1.99, 2.46)
N (0.39, 1.10, 2.43)
C (1.91, 2.76, 1.27)
C (3.44, 2.73, 1.20)
C (1.44, 4.22, 1.38)
N (-1.47, -1.29, 3.67)
C (-1.56, -2.35, 4.48)
C (-2.15, -3.38, 3.78)
C (-2.40, -2.85, 2.51)
N (-1.97, -1.58, 2.43)
C (-3.20, -3.64, 1.49)
C (-4.24, -2.80, 0.75)
C (-2.38, -4.49, 0.52)
H (-4.80, 5.02, 1.14)
H (-3.36, 4.96, 2.17)
H (-4.97, 4.83, 2.89)
H (-3.67, 2.80, 1.00)
H (-6.35, 2.61, 2.45)
H (-5.62, 1.37, 1.41)
H (-6.15, 2.91, 0.71)
H (-4.65, 3.19, 4.88)
H (-2.87, 1.48, 6.08)
H (-0.97, -0.06, 5.44)
H (0.91, 1.27, 5.60)
H (2.59, 2.86, 4.12)
H (1.46, 2.34, 0.37)
H (3.87, 3.32, 2.01)
H (3.78, 3.15, 0.25)
H (3.83, 1.71, 1.27)
H (1.74, 4.65, 2.34)
H (0.36, 4.28, 1.28)
H (1.90, 4.81, 0.58)
H (-1.23, -2.28, 5.50)
H (-2.40, -4.36, 4.13)
H (-3.75, -4.35, 2.12)
H (-3.78, -2.10, 0.06)
H (-4.84, -2.21, 1.44)
H (-4.89, -3.47, 0.17)
H (-1.88, -3.89, -0.23)
H (-3.05, -5.19, 0.01)
H (-1.61, -5.06, 1.05)
C (4.67, -5.56, 0.32)
Si (2.84, -5.06, 0.29)
C (1.83, -6.63, 0.55)
C (2.53, -4.44, -1.45)
C (2.57, -3.89, 1.72)
C (3.35, -4.04, 2.86)
C (3.24, -3.16, 3.93)
C (2.36, -2.09, 3.78)
N (1.58, -1.92, 2.73)
C (1.62, -2.83, 1.73)
S (0.47, -2.65, 0.45)
H (4.88, -6.26, -0.49)
H (4.96, -6.03, 1.25)
H (5.30, -4.68, 0.18)
H (2.07, -7.38, -0.21)
H (0.77, -6.41, 0.49)
H (2.03, -7.06, 1.53)
H (2.99, -5.15, -2.16)
H (2.96, -3.45, -1.60)
H (1.46, -4.37, -1.64)
H (4.07, -4.85, 2.92)
H (3.84, -3.26, 4.83)
H (2.28, -1.33, 4.55)
C (2.15, -2.30, -4.82)
C (0.69, -1.98, -4.81)
C (-0.03, -1.61, -5.90)
C (-1.36, -1.16, -5.67)
N (-1.95, -1.23, -4.51)
C (-1.27, -1.69, -3.43)
S (-1.93, -1.89, -1.93)
N (0.07, -2.01, -3.61)
C (-2.12, -0.51, -6.78)
H (2.48, -2.47, -5.84)
H (2.37, -3.17, -4.21)
H (2.69, -1.45, -4.41)
H (0.43, -1.52, -6.87)
H (0.57, -2.23, -2.76)
H (-1.80, -0.87, -7.76)
H (-1.92, 0.56, -6.72)
H (-3.19, -0.67, -6.65)
O (-0.58, 3.15, -0.50)
C (-1.51, 2.41, -0.79)
C (-2.52, 2.76, -1.88)
C (-3.50, 1.59, -1.84)
C (-3.07, 0.84, -0.58)
O (-3.74, -0.01, -0.02)
N (-1.82, 1.24, -0.17)
H (-1.99, 2.86, -2.82)
H (-2.99, 3.72, -1.63)
H (-3.35, 0.90, -2.67)
H (-4.55, 1.85, -1.78)
N (4.13, 6.50, -2.02)
C (3.36, 5.42, -2.48)
C (3.81, 4.64, -3.55)
C (3.04, 3.58, -4.01)
C (1.82, 3.29, -3.42)
C (1.37, 4.07, -2.36)
C (2.13, 5.13, -1.90)
S (0.85, 1.91, -3.97)
O (-0.32, 2.44, -4.64)
O (1.77, 1.14, -4.81)
N (0.38, 1.15, -2.68)
C (1.30, 0.57, -1.88)
S (2.98, 0.25, -2.37)
C (3.33, -0.32, -0.78)
C (2.22, -0.26, -0.03)
N (1.07, 0.22, -0.63)
H (5.12, 6.37, -2.16)
H (3.95, 6.72, -1.05)
H (4.77, 4.86, -4.00)
H (3.40, 2.95, -4.81)
H (0.44, 3.82, -1.85)
H (1.78, 5.71, -1.06)
H (4.31, -0.64, -0.49)
H (2.17, -0.52, 1.02)

Properties
**LUMO level (alpha / beta)**: 4.0 / 4.0 eV
**⟨S²⟩**: 2.00
**HOMO energy (alpha / beta)**: -1.1 / -2.4 eV
**Energy above the lowest of the compared OMol25 structures with the same formula, charge and spin**: 0.604 eV
**Total charge**: -2
**2S+1**: 3

no.,energy (eV)
1,-237702.80624
2,-150220.46235